No. 1
# C7H7ClN3

A gas-phase ion, C7H7ClN3 (charge +1) (ωB97M-V/def2-TZVPD, the Open Molecules 2025 dataset).

Geometry (Å):
C: 0.5361 -0.9368 1.1400
C: -3.0024 0.9016 -0.9221
C: 0.6264 -2.1337 0.5327
C: -0.8054 -0.2043 -0.7996
C: -0.5921 -1.3867 -1.3933
C: -0.0933 0.1237 0.4437
C: -3.6237 0.1855 0.0408
N: -1.6819 0.6706 -1.3979
N: 0.1983 -2.2953 -0.7467
N: -0.0440 1.3822 0.9127
Cl: -4.4055 -0.0118 1.4549
H: 0.8492 -0.8495 2.1919
H: -3.5348 1.6239 -1.4527
H: 1.2377 -2.9144 0.9159
H: -1.7189 0.6060 -2.3647
H: 0.1240 -3.2153 -1.1119
H: 0.7495 1.5178 1.6177
H: -0.5082 2.0396 0.2262

Calculated values
Highest occupied orbital energy (spin up / spin down) (eV): -11.2 / -12.0
Maximum force (eV/Å): 3.7
Energy relative to the best compared isomer or geometry (same formula, charge and spin) (eV): 0.000
Total charge: +1
Gap between HOMO and LUMO (spin up / spin down) (eV): 7.179 / 5.629
LUMO (spin up / spin down) (eV): -4.050 / -6.332
Spin multiplicity: 3
Total energy (eV): -24352.7584
<S²>: 2.0263

---

No. 2
# C7H7ClN4O

2 unconnected molecules or ions with the total composition C7H7ClN4O (ωB97M-V/def2-TZVPD, the Open Molecules 2025 dataset).

Geometry (Å):
O: -1.2677 -0.6041 2.7908
N: -0.1639 -0.8111 2.2855
C: 0.4712 -0.3953 1.2347
C: 1.9307 -0.6669 1.1215
Cl: 2.8729 0.3896 2.4510
C: -0.0511 0.3481 0.0839
C: -1.2499 1.0649 -0.0569
N: -1.3628 1.9837 -1.0183
C: -0.4488 2.0441 -1.9499
C: 0.6529 1.1942 -1.9678
N: 0.8213 0.3773 -0.9652
H: 0.5220 -1.4727 2.7904
H: 2.2676 -0.0854 0.2085
H: 2.4242 -1.5845 1.1867
H: -2.1007 0.9736 0.5430
H: -0.3460 2.9408 -2.5940
H: 1.3873 1.0364 -2.7726
C: -2.1508 -2.2552 -1.1673
N: -1.4352 -2.7576 -0.3953
H: -2.7733 -1.7198 -1.8089

Calculated values
Highest occupied orbital energy (spin up / spin down) (eV): -8.8 / -8.8
Maximum force (eV/Å): 4.0
Energy relative to the best compared isomer or geometry (same formula, charge and spin) (eV): 1.187
Gap between HOMO and LUMO (spin up / spin down) (eV): 8.309 / 8.308
LUMO (spin up / spin down) (eV): -0.511 / -0.509
Spin multiplicity: 1
Total energy (eV): -27898.5118

---

No. 3
# C7H7F

A single C7H7F molecule (ωB97M-V/def2-TZVPD, the Open Molecules 2025 dataset).

Geometry (Å):
C: 1.0539 1.6787 1.8689
C: 0.0081 1.4016 1.3151
C: -1.2289 1.1143 0.6894
C: -1.4149 0.1718 -0.2489
F: -2.6625 0.0471 -0.7421
C: -0.4877 -0.7921 -0.8884
C: 0.9551 -0.4490 -1.1883
C: 0.6355 -1.4395 -0.1249
H: 1.9889 1.9045 2.3774
H: -2.1061 1.6775 1.0061
H: -0.9916 -1.3970 -1.6169
H: 1.3109 0.5420 -0.8804
H: 1.3810 -0.7890 -2.1250
H: 0.7525 -1.1700 0.8960
H: 0.8055 -2.5011 -0.3381

Calculated values
Highest occupied orbital energy (eV): -8.7
Maximum force (eV/Å): 1.7
Energy relative to the best compared isomer or geometry (same formula, charge and spin) (eV): 2.771
Gap between HOMO and LUMO (eV): 9.774
LUMO (eV): 1.107
Spin multiplicity: 1
Total energy (eV): -10086.7307

---

No. 4
# C7H7F2NO2

A single C7H7F2NO2 molecule (ωB97M-V/def2-TZVPD, the Open Molecules 2025 dataset).

Geometry (Å):
C: 1.4756 -0.8604 1.4625
C: 0.9041 -0.1619 0.2815
N: 1.7664 -0.4673 -0.9452
O: 2.7366 -1.1654 -0.7911
O: 1.5216 0.0807 -1.9983
C: 0.6635 1.3315 0.2778
F: 1.2964 2.0955 1.1989
C: -0.1694 1.9856 -0.5359
C: -1.1377 1.3486 -1.3516
C: -1.4276 0.0553 -1.2353
C: -0.6828 -0.9560 -0.3895
F: -1.4050 -1.2876 0.6483
H: 1.5839 -2.0165 1.4326
H: 0.9313 -0.6328 2.2888
H: 2.4853 -0.5985 1.6878
H: -0.0513 3.1089 -0.5924
H: -1.7970 2.1013 -2.0024
H: -2.2980 -0.4067 -1.7333
H: -0.2472 -1.8311 -0.9015

Calculated values
Highest occupied orbital energy (eV): -9.1
Maximum force (eV/Å): 4.7
Energy relative to the best compared isomer or geometry (same formula, charge and spin) (eV): 5.130
Gap between HOMO and LUMO (eV): 8.963
LUMO (eV): -0.140
Spin multiplicity: 1
Total energy (eV): -18387.0852

---

No. 5
# C7H7GdO6S

A molecular structure, C7H7GdO6S (ωB97M-V/def2-TZVPD, the Open Molecules 2025 dataset).

Geometry (Å):
O: 5.7342 -0.6846 1.7461
C: 4.4472 -0.9403 1.8038
Gd: 0.9071 -1.2537 -1.7342
O: 1.1994 0.1708 2.6430
C: 1.5653 -0.2954 1.5498
C: 2.1716 0.6285 -0.7114
O: 1.8974 0.8868 -1.8055
C: 1.2173 -1.5653 1.0283
O: 1.1665 -2.7253 1.5676
C: 2.5103 0.5534 0.6985
O: 3.4325 1.3967 1.0132
H: 2.0513 -2.4420 -1.4715
C: -3.3107 0.6358 -1.9283
S: -1.9240 1.0500 -0.8608
C: -2.7035 0.8073 0.7352
O: -1.0641 -0.2371 -0.9971
H: -3.9903 1.4909 -1.9650
H: -3.8255 -0.2476 -1.5322
H: -2.9244 0.4334 -2.9330
H: -3.7900 0.8990 0.6239
H: -2.4236 -0.1704 1.1405
H: -2.3440 1.6093 1.3890

Calculated values
Highest occupied orbital energy (spin up / spin down) (eV): -17.5 / -17.9
Maximum force (eV/Å): 13.7
Energy relative to the best compared isomer or geometry (same formula, charge and spin) (eV): 11.546
Total charge: +2
Gap between HOMO and LUMO (spin up / spin down) (eV): 7.023 / 7.141
LUMO (spin up / spin down) (eV): -10.485 / -10.723
Spin multiplicity: 8
Total energy (eV): -51296.6173
<S²>: 16.0754

---

No. 6
# C7H7LaO5S

A molecular structure, C7H7LaO5S (ωB97M-V/def2-TZVPD, the Open Molecules 2025 dataset).

Geometry (Å):
O: 1.8813 -1.2679 -3.7518
C: 1.1160 -0.8377 -2.9967
La: -0.4572 -0.1460 -1.0858
O: 1.1097 3.2985 -1.3252
C: 0.5273 2.3059 -1.3558
C: -2.4887 1.2214 0.1082
O: -3.2610 1.6417 0.8413
C: -2.1366 -1.9179 -1.5465
O: -3.0567 -2.1734 -0.8382
C: -1.8864 0.6273 -3.0217
O: -2.5432 0.9236 -3.9162
H: -1.2830 -2.6870 -1.8761
C: 2.5317 -0.9236 2.3098
S: 1.2155 -0.3543 1.1931
C: 0.2125 0.7036 2.2500
H: 3.2250 -1.5680 1.7569
H: 2.1358 -1.5147 3.1463
H: 3.1213 -0.0935 2.7229
H: 0.7244 0.8744 3.1963
H: 0.0625 1.6637 1.7553
H: -0.7503 0.2238 2.4339

Calculated values
Highest occupied orbital energy (eV): -15.2
Maximum force (eV/Å): 7.2
Energy relative to the best compared isomer or geometry (same formula, charge and spin) (eV): 0.000
Total charge: +2
Gap between HOMO and LUMO (eV): 5.668
LUMO (eV): -9.495
Spin multiplicity: 1
Total energy (eV): -29284.5272

---

No. 7
# C7H7LaO6

A molecular structure, C7H7LaO6 (ωB97M-V/def2-TZVPD, the Open Molecules 2025 dataset).

Geometry (Å):
O: 0.2313 4.1328 -1.4828
C: 0.3513 2.9847 -1.3547
La: 0.6079 0.6168 -0.8273
C: 0.3629 -1.8715 -1.5470
O: 0.3273 -3.0112 -1.7577
C: 0.2397 -0.0211 -3.4312
O: 0.1068 -0.8943 -4.2299
C: 3.0294 0.3333 -1.7998
O: 4.1465 0.1822 -2.0236
C: -1.6123 0.2676 -1.7608
O: -2.7392 0.0991 -1.9673
H: 0.4364 1.1319 -3.4098
C: -0.6155 -0.6672 3.6992
C: -0.9066 -0.6003 2.1984
O: -0.0288 0.3718 1.5511
H: 0.3975 -1.0197 3.8816
H: -1.3402 -1.3899 4.1563
H: -0.7379 0.3178 4.1856
H: -0.7360 -1.5517 1.6595
H: -1.9227 -0.2649 1.9668
H: 0.4021 0.8537 2.2935

Calculated values
Highest occupied orbital energy (spin up / spin down) (eV): -15.3 / -15.3
Maximum force (eV/Å): 8.6
Energy relative to the best compared isomer or geometry (same formula, charge and spin) (eV): 0.631
Total charge: +2
Gap between HOMO and LUMO (spin up / spin down) (eV): 5.155 / 5.156
LUMO (spin up / spin down) (eV): -10.103 / -10.103
Spin multiplicity: 1
Total energy (eV): -20496.0131

---

No. 8
# C7H7N2O4S

A gas-phase ion, C7H7N2O4S (charge -1) (ωB97M-V/def2-TZVPD, the Open Molecules 2025 dataset).

Geometry (Å):
O: 0.3052 -1.3099 1.2113
C: 1.2693 -1.0195 0.4629
N: 1.8597 -1.7045 -0.4569
O: 1.5028 -2.9137 -0.7939
N: 1.9653 0.2597 0.6540
S: 1.5727 1.4668 -0.4164
O: 1.8634 2.7759 0.1266
O: 2.1283 1.2042 -1.7760
C: -0.1546 1.0043 -0.3050
C: -1.0681 1.4475 0.6700
C: -2.2089 0.7176 0.9059
C: -2.4889 -0.4846 0.2870
C: -1.5280 -0.9475 -0.6157
C: -0.3911 -0.1462 -0.9604
H: 2.5769 -1.1852 -0.9982
H: 1.5436 0.5976 1.5126
H: -0.8557 2.3267 1.2883
H: -2.9925 1.0474 1.5953
H: -3.3569 -1.0826 0.5940
H: -1.6992 -1.8529 -1.1702
H: 0.1568 -0.2014 -1.8153

Calculated values
Highest occupied orbital energy (spin up / spin down) (eV): -3.2 / -3.2
Maximum force (eV/Å): 3.9
Energy relative to the best compared isomer or geometry (same formula, charge and spin) (eV): 0.432
Total charge: -1
Gap between HOMO and LUMO (spin up / spin down) (eV): 6.532 / 6.531
LUMO (spin up / spin down) (eV): 3.372 / 3.372
Spin multiplicity: 1
Total energy (eV): -29375.8206

---

No. 9
# C7H7N2OS

A gas-phase ion, C7H7N2OS (charge +1) (ωB97M-V/def2-TZVPD, the Open Molecules 2025 dataset).

Geometry (Å):
C: -0.6605 2.1849 0.1676
C: -1.2760 0.8360 -0.0103
C: -2.5194 0.3077 0.0272
S: -2.5688 -1.4217 0.0254
C: -0.8837 -1.4467 -0.0186
C: 0.1451 -2.4371 0.0860
N: 1.3327 -1.8006 0.0107
C: 1.3836 -0.5074 -0.0316
C: 2.5188 0.3568 -0.1483
O: 3.5992 -0.1866 -0.0866
N: -0.3738 -0.1990 -0.1551
H: -0.3011 2.6003 -0.8150
H: 0.0106 2.1723 1.0473
H: -1.4837 2.9794 0.3287
H: -3.3892 0.8914 -0.2542
H: -0.0586 -3.4572 0.3255
H: 2.2546 -2.2435 -0.2090
H: 2.2700 1.3711 -0.2898

Calculated values
Highest occupied orbital energy (spin up / spin down) (eV): -12.6 / -12.6
Maximum force (eV/Å): 6.4
Energy relative to the best compared isomer or geometry (same formula, charge and spin) (eV): 3.203
Total charge: +1
Gap between HOMO and LUMO (spin up / spin down) (eV): 7.355 / 7.356
LUMO (spin up / spin down) (eV): -5.285 / -5.283
Spin multiplicity: 1
Total energy (eV): -23225.8755

---

No. 10
# C7H7N2S

A gas-phase ion, C7H7N2S (charge +1) (ωB97M-V/def2-TZVPD, the Open Molecules 2025 dataset).

Geometry (Å):
C: 2.2280 -1.2198 0.7342
C: 2.3097 0.0284 0.2191
C: 1.0946 -1.9831 0.6352
C: 1.1839 0.5661 -0.4414
C: -0.0242 -1.4209 0.0126
C: 0.0438 -0.1677 -0.5861
C: -2.7848 2.3052 -0.0576
N: -3.5461 2.1269 0.8275
N: -0.8401 0.1731 -1.6057
S: -1.7580 2.0991 -1.3159
H: 3.0274 -1.7121 1.3106
H: 3.1107 0.5766 0.0210
H: 1.0290 -3.0483 0.8914
H: 1.3131 1.6088 -0.7720
H: -1.0133 -1.8200 0.1270
H: -3.7390 2.3046 1.7645
H: -1.6347 -0.4172 -1.7645

Calculated values
Highest occupied orbital energy (eV): -13.1
Maximum force (eV/Å): 4.9
Energy relative to the best compared isomer or geometry (same formula, charge and spin) (eV): 3.271
Total charge: +1
Gap between HOMO and LUMO (eV): 6.545
LUMO (eV): -6.568
Spin multiplicity: 1
Total energy (eV): -21177.4166

---

No. 11
# C7H7N3O

A single C7H7N3O molecule (ωB97M-V/def2-TZVPD, the Open Molecules 2025 dataset).

Geometry (Å):
C: -2.4555 1.1330 0.8080
C: 2.2324 -0.2081 0.2453
C: 0.8889 -0.4420 0.1795
C: 2.6790 1.1549 0.1536
C: 0.4782 1.8906 0.0127
C: -0.0485 0.6188 0.0381
C: -1.5521 0.3293 -0.0224
N: -3.1941 1.8431 1.3198
N: 1.8335 2.1352 -0.0643
N: -1.8047 -1.0272 0.2606
O: -2.0550 0.6552 -1.5357
H: 2.9162 -1.0343 0.4717
H: 0.6416 -1.4891 0.2915
H: 3.8209 1.3672 -0.0208
H: -0.0679 2.7651 -0.3232
H: -2.8300 -1.2971 0.1781
H: -1.2981 -1.5455 -0.3151
H: -1.1179 1.0033 -1.8907

Calculated values
Highest occupied orbital energy (spin up / spin down) (eV): -5.8 / -10.0
Maximum force (eV/Å): 6.4
Energy relative to the best compared isomer or geometry (same formula, charge and spin) (eV): 1.831
Gap between HOMO and LUMO (spin up / spin down) (eV): 5.691 / 5.850
LUMO (spin up / spin down) (eV): -0.089 / -4.196
Spin multiplicity: 3
Total energy (eV): -13883.5233
<S²>: 2.0065

---

No. 12
# C7H7N3O2

2 unconnected molecules or ions with the total composition C7H7N3O2 (ωB97M-V/def2-TZVPD, the Open Molecules 2025 dataset).

Geometry (Å):
H: 3.4471 1.2712 0.5977
N: 2.6740 0.8489 0.9733
C: 1.7947 0.9507 0.0694
O: 1.9055 1.6540 -1.0564
C: 0.5726 0.2275 0.1151
C: -0.2071 -0.0074 1.2505
C: -1.4042 -0.7426 1.1151
C: -1.8238 -1.3283 -0.1485
C: -1.0142 -1.0226 -1.2062
C: 0.1713 -0.3277 -1.1311
H: 2.8225 2.1631 -1.0782
H: 0.0992 0.3846 2.2101
H: -2.0072 -0.8452 1.9760
H: -2.8437 -1.6747 -0.2037
H: -1.3327 -1.3130 -2.1536
H: 0.9406 -0.1141 -1.8317
N: -1.3376 2.4350 -0.7728
N: -2.0952 2.3757 -0.0102
O: -2.8799 2.3052 0.8398

Calculated values
Highest occupied orbital energy (eV): -9.1
Maximum force (eV/Å): 5.9
Energy relative to the best compared isomer or geometry (same formula, charge and spin) (eV): 3.729
Gap between HOMO and LUMO (eV): 9.637
LUMO (eV): 0.492
Spin multiplicity: 1
Total energy (eV): -15934.7991